(1)
{
  "formula": "C6H5N3S3",
  "method": "wB97M-V/def2-TZVPD",
  "elements": ["C", "C", "C", "C", "C", "C", "N", "N", "N", "S", "S", "S", "H", "H", "H", "H", "H"],
  "coordinates": [[-0.41074, 0.07866, 2.11966], [-0.72927, 0.87524, 1.06508], [0.69475, -1.41184, 0.49990], [0.33832, -1.08351, 1.91572], [-0.60726, 0.58333, -0.26957], [-0.27310, -0.98460, -0.59586], [-0.68533, 1.38583, -1.19304], [-0.66459, -1.58340, -1.53885], [-0.45351, 1.57443, -2.39329], [0.70626, -2.09047, 3.20783], [2.20627, -0.35533, 0.13490], [-1.58321, 2.41074, -3.32929], [-0.72065, 0.36091, 3.16809], [-1.29412, 1.70329, 1.16647], [0.94738, -2.48954, 0.36810], [3.09998, -1.38125, -0.00532], [-0.57118, 2.40751, -4.32053]],
  "atomic_forces_ev_per_a": [[-0.8, 1.9, 0.8], [0.7, -1.8, 2.1], [1.4, -0.2, 0.2], [0.3, -2.4, 1.3], [0.5, -1.4, -0.6], [-0.3, -0.3, 0.4], [-0.4, 1.4, -1.9], [-0.3, -0.4, -1.1], [0.3, -0.9, 1.1], [-0.2, 0.7, -1.4], [0.6, -0.9, 0.0], [1.5, -0.1, -1.4], [0.5, -0.4, -1.4], [-1.7, 2.9, 1.0], [-0.3, 1.0, 0.1], [-0.5, 0.5, 0.1], [-1.6, 0.3, 0.8]],
  "nbo_charge": [-0.24, -0.19, -0.41, -0.11, 0.15, 0.08, -0.04, -0.28, -0.28, 0.00, -0.03, 0.25, 0.25, 0.23, 0.29, 0.16, 0.16],
  "mol_weight_g_mol": 215.3,
  "gap_ha": [0.2091, 0.2093],
  "multiplicity": 1,
  "lumo_energy_ev": [-1.991, -1.996]
}

(2)
{
  "formula": "C6H12N2",
  "method": "wB97M-V/def2-TZVPD",
  "elements": ["C", "C", "N", "C", "C", "N", "C", "C", "H", "H", "H", "H", "H", "H", "H", "H", "H", "H", "H", "H"],
  "coordinates": [[-1.64502, 1.45300, -0.06857], [0.06680, -1.97214, 0.38812], [0.80003, 1.01034, -0.47812], [1.19886, 0.30888, 0.55308], [-0.65009, 0.43181, -0.59722], [2.36261, 0.38615, 1.21470], [-0.00056, -0.51217, 0.79223], [-0.94510, -0.16507, -1.82563], [1.33927, 1.52746, -1.17332], [3.04620, 1.10150, 1.02512], [2.58669, -0.30509, 1.90801], [-0.43227, -0.38570, 1.79103], [-2.61495, 0.97164, 0.06563], [-1.76637, 2.27467, -0.77704], [-1.33186, 1.86567, 0.89296], [-1.94554, -0.09205, -2.22810], [-0.26873, -0.87246, -2.28631], [0.70738, -2.11771, -0.48215], [0.42848, -2.61503, 1.19609], [-0.93583, -2.29369, 0.08948]],
  "atomic_forces_ev_per_a": [[0.0, -0.1, 0.0], [0.1, 0.1, 0.0], [0.1, -0.3, 0.2], [0.0, 0.3, -0.3], [0.2, -0.1, 0.3], [-0.1, 0.0, -0.1], [-0.3, 0.1, -0.3], [0.0, 0.0, 0.0], [-0.1, 0.0, 0.1], [-0.1, -0.1, 0.0], [-0.1, 0.0, 0.0], [0.0, 0.0, -0.1], [0.0, 0.0, 0.0], [0.0, 0.0, 0.0], [0.0, 0.0, 0.0], [0.0, 0.0, 0.0], [0.0, 0.0, 0.0], [0.0, 0.0, 0.0], [0.0, 0.0, 0.0], [0.0, 0.0, 0.0]],
  "nbo_charge": [-0.63, -0.61, -0.56, 0.52, 0.18, -0.78, -0.37, -0.83, 0.40, 0.40, 0.41, 0.21, 0.22, 0.22, 0.19, 0.20, 0.19, 0.21, 0.20, 0.24],
  "mol_weight_g_mol": 112.2,
  "gap_ha": 0.2199,
  "multiplicity": 1,
  "lumo_energy_ev": 0.426
}

(3)
{
  "formula": "C25H43Cl15F6N4O8",
  "method": "wB97M-V/def2-TZVPD",
  "elements": ["C", "C", "O", "C", "O", "C", "F", "F", "F", "H", "H", "H", "H", "H", "C", "C", "O", "C", "O", "C", "F", "F", "F", "H", "H", "H", "H", "H", "Cl", "C", "Cl", "Cl", "H", "Cl", "C", "Cl", "Cl", "H", "Cl", "C", "Cl", "Cl", "H", "Cl", "C", "Cl", "Cl", "H", "Cl", "C", "Cl", "Cl", "H", "C", "N", "C", "C", "O", "H", "H", "H", "H", "H", "H", "H", "C", "N", "C", "C", "O", "H", "H", "H", "H", "H", "H", "H", "C", "N", "C", "C", "O", "H", "H", "H", "H", "H", "H", "H", "C", "N", "C", "C", "O", "H", "H", "H", "H", "H", "H", "H"],
  "coordinates": [[-0.48854, -1.73064, -3.12014], [-1.87281, -2.20366, -3.55662], [-2.43768, -3.18099, -2.65982], [-3.59381, -2.84996, -2.09922], [-4.18124, -1.81911, -2.18499], [-4.20798, -3.97443, -1.22665], [-3.90518, -3.79986, 0.07098], [-5.52824, -3.92633, -1.34582], [-3.76367, -5.20111, -1.53777], [-0.13633, -1.05870, -3.90206], [0.22617, -2.54226, -2.97579], [-0.49847, -1.22352, -2.15311], [-1.78804, -2.80374, -4.46491], [-2.48218, -1.33375, -3.79214], [-3.21287, -0.39472, 4.73612], [-2.27703, -1.58874, 5.04965], [-0.95055, -1.06851, 5.14296], [0.06370, -1.87951, 4.88707], [-0.06589, -2.99862, 4.49323], [1.38455, -1.12867, 5.06819], [2.37837, -1.98347, 5.29435], [1.63436, -0.50473, 3.90324], [1.39374, -0.21716, 6.02510], [-3.15959, 0.40315, 5.47618], [-4.23599, -0.75861, 4.66408], [-2.89767, 0.05839, 3.79586], [-2.47069, -2.26829, 4.22498], [-2.57853, -2.00997, 6.00407], [0.03767, 5.99876, -1.74490], [-1.06598, 5.07937, -2.76748], [-1.12967, 5.81486, -4.36492], [-2.70199, 5.02416, -2.04643], [-0.66225, 4.08046, -2.90463], [3.86987, -1.38636, -3.58708], [3.97734, -2.40230, -4.98730], [2.71089, -3.62096, -4.88263], [5.60804, -3.13966, -5.16327], [3.89514, -1.86896, -5.92621], [0.66711, 3.33114, -5.43196], [0.74466, 1.60745, -5.74793], [1.16862, 1.38743, -7.47241], [-0.83624, 0.82882, -5.51677], [1.48507, 1.13906, -5.11218], [6.59141, 0.95277, 1.30118], [5.50323, 1.16692, 2.66618], [4.70994, -0.36363, 3.08748], [4.23868, 2.35469, 2.14532], [5.96648, 1.64647, 3.51784], [5.77573, 2.98623, -2.38948], [4.13822, 3.57412, -2.48784], [4.05038, 4.86331, -3.69679], [3.65069, 4.20891, -0.86903], [3.50779, 2.71265, -2.68150], [1.18770, -5.99068, 2.67242], [1.47794, -4.88406, 1.75225], [0.82190, -4.92416, 0.45267], [2.39252, -3.95183, 2.06759], [2.65826, -2.99493, 1.35328], [0.17186, -5.78503, 3.02331], [1.78807, -5.98418, 3.57870], [1.29618, -6.91839, 2.11389], [-0.23148, -4.66906, 0.44400], [1.40614, -4.32472, -0.24197], [0.95088, -5.95022, 0.09860], [2.82624, -4.00452, 3.07870], [0.46154, 0.05490, 0.31180], [1.29047, 0.56831, -0.77730], [2.73343, 0.51292, -0.58688], [0.74763, 1.37439, -1.71730], [1.35753, 1.92846, -2.61541], [-0.57880, 0.22060, 0.02081], [0.65959, 0.39594, 1.32433], [0.57562, -1.03016, 0.22928], [2.90960, 0.56301, 0.48755], [3.05239, -0.47373, -0.93104], [3.31093, 1.31272, -1.03671], [-0.34651, 1.38481, -1.58335], [0.12052, 3.88725, 1.06148], [0.27161, 4.41749, 2.40733], [0.58629, 3.41190, 3.41279], [-0.12194, 5.66842, 2.72749], [-0.11052, 6.14054, 3.84474], [0.18357, 4.72992, 0.38305], [-0.82654, 3.35552, 0.90836], [0.91449, 3.15998, 0.88434], [-0.26794, 2.73369, 3.51776], [1.37349, 2.73870, 3.08361], [0.80990, 3.88152, 4.36440], [-0.45593, 6.12894, 1.77676], [-5.38530, 0.16187, -0.38248], [-4.20987, 0.86687, -0.83444], [-3.77422, 2.03122, -0.06959], [-3.53410, 0.54435, -1.95507], [-2.59067, 1.15219, -2.41138], [-5.46507, -0.82219, -0.84749], [-6.28205, 0.70067, -0.70444], [-5.48225, 0.00822, 0.69086], [-3.69246, 1.83813, 0.99734], [-2.79063, 2.33917, -0.42061], [-4.44397, 2.85838, -0.31323], [-3.99477, -0.35135, -2.39507]],
  "atomic_forces_ev_per_a": [[-0.2, -0.4, 0.5], [1.5, -0.2, -1.1], [-1.2, 0.5, 1.0], [0.9, -1.3, 0.1], [-0.8, -2.3, -0.4], [0.5, -0.6, 0.3], [0.0, 0.4, 0.0], [-0.1, -0.2, -0.1], [-0.3, 0.3, -0.3], [0.1, 0.0, 0.3], [-0.1, -0.2, -0.3], [-0.3, 0.3, -0.2], [0.2, 0.3, -0.2], [-0.5, -0.2, 0.5], [0.8, -0.1, 0.2], [-1.8, 1.4, -0.3], [0.3, 0.3, 0.2], [-1.4, -0.1, 0.0], [0.8, -0.4, 0.0], [0.7, -0.1, -0.6], [0.0, -0.2, 0.1], [0.0, 0.1, -0.1], [-0.3, 0.0, 0.3], [0.0, -0.2, 0.2], [0.0, 0.1, -0.1], [-0.2, -0.1, -0.2], [0.8, -0.5, 0.1], [0.3, -0.4, 0.0], [0.0, 0.1, -0.1], [-0.2, 0.1, -0.1], [-0.2, 0.2, -0.1], [0.6, -0.1, -0.2], [-0.2, -0.1, 0.2], [0.1, 0.6, 0.2], [0.6, -0.6, -0.5], [0.0, -0.2, -0.3], [-0.4, 0.0, 0.3], [-0.5, 0.3, 0.3], [0.0, -0.2, 0.2], [-0.4, 0.1, -0.9], [0.3, -0.2, 0.3], [0.2, 0.3, 0.3], [0.0, 0.0, 0.1], [0.2, -0.1, 0.3], [-1.2, 0.3, -0.7], [0.4, 0.4, 0.1], [0.2, -0.2, 0.3], [0.3, -0.4, 0.0], [0.6, -0.3, 0.0], [0.0, 0.5, 0.7], [-0.4, -0.4, 0.1], [-0.1, -0.1, -0.5], [-0.4, 0.4, -0.4], [-0.7, 1.1, -0.3], [0.3, -0.6, 0.7], [1.3, -0.7, -0.1], [-0.4, 1.3, -0.4], [0.2, -0.1, 0.0], [-0.2, -0.8, -0.1], [0.4, 0.1, -0.3], [-0.2, -0.2, 0.3], [-0.1, 0.2, 0.2], [-0.3, 0.4, 0.1], [-0.4, -0.1, -0.1], [0.0, -0.5, -0.1], [-0.4, -1.2, -1.6], [0.3, 1.7, 0.5], [-0.2, -1.0, 0.6], [-0.3, -0.8, 0.6], [0.1, 0.2, -0.1], [0.0, 0.3, 0.3], [0.3, 0.3, -0.1], [0.1, -0.1, 0.8], [0.2, -0.1, 0.0], [0.5, 0.1, 0.0], [-0.4, 0.0, -0.3], [-0.1, 0.4, -0.5], [0.0, 0.3, 0.4], [0.4, -1.4, 0.2], [-0.6, -0.1, -0.1], [0.1, -0.6, -0.3], [-0.2, 0.2, -0.3], [0.0, -0.3, -0.3], [-0.1, 0.1, 0.1], [0.2, 0.2, -0.2], [-0.2, 0.2, 0.3], [0.5, 0.4, -0.1], [0.1, 0.0, 0.0], [-0.1, 0.8, 0.4], [-1.0, -0.2, -0.8], [1.0, 0.6, 1.5], [0.0, 0.1, -0.7], [-1.7, -0.1, -0.2], [1.2, 0.5, -0.2], [0.2, 0.3, 0.1], [-0.1, 0.1, 0.2], [0.6, 0.3, 0.1], [-0.4, -0.1, 0.1], [0.0, -0.1, -0.1], [-0.1, 0.1, 0.5], [0.8, 2.0, -0.4]],
  "lowdin_charge": [-0.05, -0.17, 0.07, -0.34, 0.10, -0.53, 0.16, 0.18, 0.16, 0.03, 0.07, 0.06, 0.13, 0.11, -0.06, -0.19, 0.03, -0.39, 0.17, -0.56, 0.16, 0.13, 0.19, 0.08, 0.08, 0.07, 0.12, 0.13, 0.56, -1.51, 0.51, 0.53, -0.01, 0.56, -1.55, 0.52, 0.50, 0.01, 0.54, -1.50, 0.50, 0.57, 0.00, 0.53, -1.47, 0.55, 0.49, 0.02, 0.54, -1.53, 0.53, 0.49, -0.03, -0.04, -0.19, -0.03, -0.35, -0.03, 0.09, 0.09, 0.08, 0.09, 0.08, 0.09, 0.13, -0.04, -0.16, -0.04, -0.34, -0.03, 0.08, 0.08, 0.09, 0.04, 0.07, 0.05, 0.11, -0.07, -0.19, -0.04, -0.34, 0.02, 0.00, 0.09, 0.07, 0.09, 0.05, 0.09, 0.13, -0.05, -0.16, -0.05, -0.34, -0.02, 0.07, 0.09, 0.09, 0.08, 0.04, 0.09, 0.07],
  "mol_weight_g_mol": 1173.4,
  "smiles": "CCOC(=O)C(F)(F)F.CCOC(=O)C(F)(F)F.ClC(Cl)Cl.ClC(Cl)Cl.ClC(Cl)Cl.ClC(Cl)Cl.ClC(Cl)Cl.CN(C)C=O.CN(C)C=O.CN(C)C=O.CN(C)C=O",
  "gap_ha": 0.3394,
  "multiplicity": 1,
  "lumo_energy_ev": 0.042
}